Record 1
A cluster of 2 separate species, C12H25N4O3 in total in a non-equilibrium geometry, computed with ωB97M-V/def2-TZVPD.

Geometry as XYZ:
```
44
Properties=species:S:1:pos:R:3:nbo_charge:R:1
H -1.10347 -3.10589 2.16159 0.29
N 4.35859 -1.68417 1.63951 -0.45
H 0.26732 -0.22880 -3.89222 0.25
C 3.46327 -1.29706 0.44729 0.60
H -1.94801 4.04466 -0.55190 0.16
H -1.60882 -1.46328 -1.96862 0.23
H -3.41143 5.50716 0.84482 0.22
N 5.36928 -1.98949 -0.62788 -0.39
H -0.54813 -2.41710 -3.24672 0.21
O 0.25443 -2.44158 -1.21228 -0.57
H -4.26488 3.99459 0.52042 0.21
C 1.59182 -0.64877 2.10133 -0.23
H -0.63100 -0.31111 1.38347 0.24
C -2.09376 3.82718 0.51046 -0.07
H -1.25981 4.30054 1.03850 0.19
N 4.08460 -1.50551 -0.91956 -0.42
C -0.51189 -1.74864 -2.25958 -0.09
H 1.39745 -0.45421 -2.39616 0.16
C 5.60303 -2.10662 0.86573 0.24
H 6.08841 -2.22422 -1.34813 0.46
O -1.98375 2.42560 0.74586 -0.55
H 6.54473 -2.45000 1.47533 0.30
C 0.26570 -0.34025 -2.70726 -0.65
N 2.20703 -0.80751 0.71623 -0.58
C -0.01462 -1.10163 1.98746 -0.43
H -0.41459 -1.04296 3.11035 0.25
H -2.74180 0.56758 0.42221 0.17
H 3.64311 -1.32429 -1.86345 0.48
H -3.26209 2.71733 -1.70359 0.22
C -3.01995 1.70586 -1.36908 -0.64
C -0.21916 -2.65733 1.51284 -0.51
H -0.20424 0.61647 -2.22335 0.23
H 2.08079 -1.32102 2.92656 0.26
H 0.75839 -3.24456 1.77765 0.24
H -3.77456 1.02735 -1.77788 0.22
H -3.96115 1.81734 0.58304 0.18
H 1.65813 0.51770 2.34501 0.24
C -0.58746 -2.85258 -0.07815 0.77
H -3.50814 4.23982 2.09438 0.22
H -2.04560 1.44480 -1.79591 0.19
C -2.98072 1.60143 0.14617 -0.06
C -3.39481 4.42635 1.01896 -0.65
O -1.75937 -3.49622 -0.33867 -0.55
H 1.61712 -0.51697 -0.09477 0.44
```

Results
LUMO   -3.90 eV
Net charge   +1
ΔE to the lowest compared entry with this formula, charge and spin   962.7 kJ/mol
Molecular weight   273.36 g/mol



Record 2
A cluster of 10 separate species, C24H40Cl12O12 in total in a non-equilibrium geometry, computed with ωB97M-V/def2-TZVPD.

Geometry as XYZ:
```
88
Properties=species:S:1:pos:R:3:lowdin_charge:R:1
C 2.43098 -2.65786 -3.21976 -0.66
H 0.32183 0.71010 4.47524 0.06
H -2.89166 3.44039 1.38647 0.07
H -1.49662 3.99632 0.42731 0.07
H -4.55603 -1.93208 -1.49105 0.06
H -2.30716 -3.31091 2.96427 0.09
O 2.30641 -2.28002 -4.43797 0.07
C -3.35857 4.39975 -0.35596 -0.73
O -3.84867 -0.74818 -4.00631 0.08
H -2.47538 -4.74515 1.36717 0.09
C -0.80257 -0.73779 1.77050 -0.59
Cl -2.23834 1.84707 -0.37292 0.71
H 0.22732 1.62694 -1.95964 0.00
H -0.75434 2.11021 6.26094 0.07
H 4.43904 3.39217 1.06852 0.01
H 0.83527 0.97389 0.07190 0.07
Cl -4.85897 -3.05473 1.13799 0.61
H 7.78029 1.35412 0.95530 0.07
C -2.26929 -5.33768 2.25854 -0.10
C 3.40811 -4.28924 -4.41464 -0.02
Cl 2.89138 6.30120 -0.59464 0.54
O -2.74523 -1.29686 -2.22556 0.08
H 3.61065 4.85055 1.66313 0.07
H -2.95377 4.69572 -1.32376 0.06
C -2.44585 3.46171 0.39204 -0.61
H 4.47948 -4.17604 -4.58031 0.13
Cl 2.03009 3.40940 0.54492 0.53
O -0.94537 -5.92142 2.24049 0.08
O -0.78849 -4.33345 3.73348 0.06
O -2.12950 0.57906 -3.24365 0.02
C 3.68010 4.14021 0.83929 -0.59
C 0.54198 1.77543 4.40649 -0.65
C -0.13814 -5.29832 3.05951 -0.59
C -3.85047 -2.20767 -2.27485 -0.12
H -5.79325 -1.43085 2.54073 0.06
Cl 1.56897 4.29855 -3.95021 0.55
C 0.29426 3.24716 -3.32963 -0.65
Cl 0.61763 3.87066 6.23202 0.56
C -4.64489 -1.91912 -3.57674 -0.04
C 6.78423 0.92233 0.85782 -0.59
Cl 2.20976 1.86569 3.80836 0.55
C -2.15805 -4.29528 3.40799 -0.12
H 5.02577 5.40124 -0.42496 0.07
C -2.89729 -0.41243 -3.15233 -0.59
C 0.25715 2.21639 5.86885 -0.69
H -0.14699 2.31889 3.75991 0.07
Cl 4.21373 0.06527 1.56993 0.54
H -3.65269 -3.25533 -2.04818 0.13
O 1.07298 -5.41620 3.12637 0.13
H 1.75248 -3.57902 -5.85212 0.13
C -4.86348 -1.49297 1.97524 -0.66
H -4.29992 3.99202 -0.72435 0.07
H 1.92178 2.08573 -2.34121 0.05
H -3.06532 -6.06405 2.42229 0.13
H -5.71230 -1.73670 -3.45248 0.13
C 5.78125 0.87747 2.02501 -0.59
H -2.84887 -4.63150 4.18117 0.13
H -3.87654 -0.58650 0.32747 0.02
H 6.96137 -0.04447 0.38664 0.06
H 5.48330 1.87443 2.34966 0.05
C 0.88276 -0.07622 0.36019 -0.16
O 1.97384 -1.94538 -2.32701 0.09
H -4.12216 -1.49745 2.77432 0.06
C -4.61597 -0.29681 1.07407 -0.70
C -0.03512 -0.97072 -0.33317 -0.15
Cl -3.75705 5.89369 0.44831 0.59
O 2.91950 -3.81854 -3.12153 0.13
H -0.37516 3.08418 -4.17427 0.06
Cl -6.09910 -0.02555 0.22083 0.60
H -0.30109 3.80613 -2.60767 0.06
H 6.02927 0.33867 2.93949 0.07
C 4.03206 4.95344 -0.43546 -0.67
Cl 6.03457 1.79148 -0.53650 0.54
H -4.49936 -2.84891 -4.12667 0.12
O -1.19016 -1.05685 0.51034 0.01
H 1.89092 -0.48946 0.32952 0.10
C 2.63497 -3.24250 -5.30800 -0.15
H 0.91212 1.61215 6.49655 0.06
Cl 0.85973 0.65818 -3.89235 0.66
H 0.23612 -1.95698 -0.70975 0.13
H 3.94693 4.33455 -1.32867 0.05
H -4.31800 0.63702 1.55080 0.07
H 3.07517 -5.28205 -4.71723 0.13
H 3.21471 -2.77967 -6.10662 0.13
O -1.42787 -1.06253 2.70123 0.16
H -0.38964 -0.33207 -1.14221 0.09
C 0.91490 1.95699 -2.73835 -0.68
O 0.45937 -0.29347 1.68973 0.05
```

Results
LUMO   0.29 eV
SMILES   O=C1OCCO1.O=C1OCCO1.O=C1OCCO1.O=C1OCCO1.ClCCCl.ClCCCl.ClCCCl.ClCCCl.ClCCCl.ClCCCl
ΔE to the lowest compared entry with this formula, charge and spin   331.0 kJ/mol
Molecular weight   946.01 g/mol



Record 3
A cluster of 13 separate species, C26H66F12N2O30S4 in total in a non-equilibrium geometry, computed with ωB97M-V/def2-TZVPD.

Geometry as XYZ:
```
140
Properties=species:S:1:pos:R:3:lowdin_charge:R:1
H 0.31150 5.45555 -3.95255 0.07
O -5.41969 -0.03834 -2.19884 -0.05
H -7.24755 -0.20983 -1.27555 0.11
H 6.01014 3.24201 -2.14497 0.08
H 0.16473 4.27409 -1.93784 0.11
C -0.90067 4.16801 -2.19027 -0.25
C 0.33499 0.31466 -4.88278 -0.65
O -0.47472 -4.76596 1.25639 -0.07
H -0.22741 -2.18120 4.84254 0.08
O -1.69898 5.16029 -1.59940 -0.05
O -0.04766 -4.34025 -5.33893 -0.32
H 1.13511 4.78884 1.82356 0.12
H 0.69134 -1.94525 7.58299 0.12
H -3.13715 2.01709 -2.64517 0.07
O 1.22862 -0.66230 1.22584 -0.34
H 3.04338 3.66112 0.51427 0.12
O 4.97811 -1.32187 3.79203 -0.07
C 0.32845 -5.00565 0.09601 -0.24
H 5.85417 -2.02918 -3.04751 0.11
H -3.26539 2.45697 -4.83240 0.09
H -5.16594 0.14511 4.94766 0.12
C -0.42826 -3.79732 7.06139 -0.23
H 5.83726 1.38353 -0.64056 0.10
O -3.15596 -2.46324 4.56715 -0.06
O 0.35994 -2.00238 5.58290 -0.05
H -1.97672 1.66824 6.75291 0.06
H 5.56264 0.11034 2.20002 0.07
C -3.65594 -1.31356 5.23440 -0.25
O 4.10676 -1.77005 -1.94487 -0.07
O -1.59814 -4.14188 6.33574 -0.07
H 2.58969 4.61897 -0.85559 0.11
H -1.49918 0.70722 4.67873 0.06
O -6.10923 -1.67696 5.24265 -0.06
S 0.95150 -0.77760 -0.21547 0.59
H -2.93707 -0.50798 5.07901 0.08
H 1.12486 -4.25888 0.04399 0.10
H 8.22982 3.01244 0.52474 0.11
H 4.60750 -1.45272 4.66705 0.08
S 0.57114 -1.57189 -4.72343 0.56
O 1.39220 -1.86889 -3.56049 -0.30
F -0.83684 -0.74730 2.87978 0.12
O 8.53095 1.06227 -0.05399 -0.07
H -5.07347 -0.91453 3.65421 0.12
H -4.94956 -1.04748 -5.18544 0.08
H 5.25571 -0.80734 -4.90427 0.11
H -0.02070 1.66033 4.62253 0.13
H -5.05659 0.62549 0.69907 0.11
O 6.79071 2.95312 -1.67091 -0.08
O -4.09657 -0.83423 -4.80331 -0.04
C 1.98461 0.66951 -0.95061 -0.64
O 1.09694 -1.96877 -6.02018 -0.32
O -2.13983 -4.10606 -4.20509 -0.31
H 5.68154 2.91928 -0.00115 0.12
C 4.78145 -1.85658 -3.17545 -0.25
C 1.17142 4.80289 0.73138 -0.23
C -1.04024 4.02512 -3.70624 -0.22
O 5.23191 -0.07423 1.31309 -0.07
C -3.69196 0.40235 -5.39117 -0.23
H -0.03381 -4.14628 1.83984 0.07
C 4.60461 -0.60066 -4.04978 -0.23
O -4.87360 -1.31888 0.14477 -0.05
H -0.11760 -5.56010 -1.97150 0.12
F 2.30922 0.39224 -2.20801 0.12
N -0.85490 -2.00590 -4.30617 -0.25
H 5.18196 -2.11182 1.31465 0.12
C -1.81257 -0.36055 2.06280 -0.65
H -1.48044 -5.38653 -1.02214 0.12
H -2.03696 4.00491 -4.14758 0.11
H 0.83618 -5.96941 0.22946 0.11
C -0.49489 -4.92568 -1.15699 -0.26
C 6.44373 2.27286 -0.45883 -0.24
O -2.92970 1.28265 -3.23345 -0.06
H 3.56420 -0.46830 -4.34347 0.09
H 3.24052 -2.19514 -1.98955 0.05
H -4.75010 1.85110 -4.14777 0.10
O -1.06396 1.55256 6.48057 -0.07
C -5.67093 -0.14848 0.22773 -0.25
O -0.39905 5.05130 -4.45591 -0.07
H -3.64082 -1.43068 6.32560 0.12
F 1.38811 1.85508 -0.92214 0.12
H 7.35502 1.82893 1.43218 0.11
C -3.72324 1.55918 -4.39489 -0.24
C -5.01945 -0.92065 4.75068 -0.25
C -6.26906 0.26033 -1.09822 -0.25
O -3.29863 2.48156 4.85024 -0.08
H -6.46366 -0.31408 0.96794 0.11
F -2.52896 -1.36364 1.63910 0.18
H -2.76631 0.36021 -5.96180 0.09
C 2.61814 4.62784 0.24542 -0.24
H -5.84807 -2.60238 5.28274 0.08
H 3.64940 -1.29752 0.72547 0.08
H -1.81298 -5.04827 6.56724 0.10
H -6.54713 1.32359 -1.10439 0.11
C 7.65500 2.08592 0.41608 -0.24
H -0.54174 3.06393 -3.87072 0.10
H -0.98822 -1.75900 7.08510 0.11
F -1.56812 -4.10565 -7.64132 0.14
H 8.56584 1.19268 -1.01005 0.08
O -0.39569 1.70497 0.95715 -0.32
O -2.42319 0.91690 -0.15650 -0.32
H -5.89417 0.24045 -2.98517 0.06
H 0.47100 -4.38379 6.82795 0.11
C -1.01706 1.60237 5.05264 -0.22
O 1.61524 -1.96739 -0.73138 -0.31
H -1.90678 2.90045 3.49550 0.11
S -1.15246 -3.46910 -5.04249 0.62
H -1.66229 3.71139 5.03684 0.12
N -0.52241 -0.51085 -0.67570 -0.21
H 0.78944 6.15406 -0.61880 0.08
H -0.59120 -4.15101 8.08905 0.11
C -1.90482 2.75251 4.57314 -0.20
O 5.18562 0.50008 -3.37430 -0.08
H 0.48545 3.96487 0.57238 0.09
F 1.55895 0.83628 -5.16486 0.10
H -1.57310 5.19876 -0.64659 0.07
C -0.05686 -2.30100 6.88268 -0.24
H -1.17383 3.16915 -1.82202 0.11
O 3.38415 5.66454 0.81796 -0.06
C -1.99598 -3.21654 -6.75581 -0.63
H -2.55978 -2.98346 5.11681 0.03
H 0.06429 -3.26406 -1.97317 0.05
H -3.57062 2.62121 5.75962 0.07
F -0.57092 0.59726 -5.79364 0.15
C 3.93270 -1.44687 2.84414 -0.26
H 3.13460 -0.73115 3.08768 0.11
F -3.31894 -3.37124 -6.57339 0.10
F -1.82212 -1.94029 -7.14306 0.10
F 0.06518 0.81668 -3.68663 0.12
H 4.49676 -2.75259 -3.74001 0.12
H 3.37756 -2.39241 2.92303 0.12
H 4.69211 0.56124 -2.54351 0.05
F -2.56998 0.49744 2.76401 0.11
F 3.12760 0.72326 -0.28254 0.13
O 0.55845 6.03900 0.31177 -0.08
O -0.74996 -3.61018 -1.57996 -0.07
H -5.22688 -1.97282 0.74976 0.08
C 4.47538 -1.28374 1.43249 -0.21
H 2.89975 6.47781 0.62619 0.08
S -1.17087 0.57937 0.52020 0.69
H -4.44899 0.66607 -6.14204 0.11
```

Results
LUMO   3.06 eV
Net charge   -2
Molecular weight   1243.04 g/mol



Record 4
A structure of composition C39H41AsCaN2O6PS2 in a non-equilibrium geometry, computed with ωB97M-V/def2-TZVPD.

Geometry as XYZ:
```
93
Properties=species:S:1:pos:R:3:lowdin_charge:R:1
H -3.61870 1.32623 3.80569 0.09
C 1.10749 -3.32162 0.37052 -0.70
C 1.57977 2.37550 -2.31603 -0.10
C -1.16314 -2.95613 6.18101 -0.09
Ca -0.30133 -0.50444 0.03533 1.09
H -2.13944 -4.48647 7.32853 0.09
H -1.67115 7.99663 -2.52804 0.10
C -3.46666 -2.01808 1.69763 -0.12
H -5.85804 4.12380 1.44186 0.09
H 2.97777 1.86303 3.26992 0.13
H -5.71110 -2.66344 -0.75830 0.10
C -2.59614 4.74572 -2.21036 -0.11
H 1.94214 3.21219 -1.71097 0.09
H -1.35046 2.73423 -3.64625 0.11
H -5.49855 -1.42554 1.38308 0.10
H 3.70361 -0.57376 0.25514 0.14
C -2.72635 1.82836 1.92628 -0.70
P -0.78520 -2.56143 2.12070 1.02
H -4.14037 3.99662 -0.29572 0.09
C -0.86183 -2.48964 4.90359 -0.10
C -0.65960 5.21376 -0.87709 -0.12
C 2.73270 -0.31339 -0.16722 -0.15
C -3.73504 1.91830 2.90570 -0.14
H -0.31570 -4.77608 1.10279 0.09
H 3.77054 1.66404 1.70648 0.12
O 1.54982 1.18802 -1.55410 -0.22
C -2.10545 1.95463 -3.57852 -0.27
C 2.83453 0.91063 -1.02548 -0.20
C -1.62552 4.30977 -1.31353 -0.38
H -3.36802 -1.45183 2.61608 0.09
H -3.36934 6.38672 -3.35228 0.10
H 0.35352 3.76103 1.98482 0.07
As -1.49410 2.49228 -0.60994 1.38
H 2.39944 -1.14852 -0.78308 0.12
C -2.06006 -4.33656 3.94152 -0.09
H -3.00354 2.62112 -5.49755 0.11
C -3.95479 1.32550 -1.86773 -0.08
H 0.07028 7.23398 -0.93526 0.10
C -3.24902 2.25275 -4.50938 -0.05
H -0.82440 -2.40785 7.05222 0.10
C -4.86475 1.54811 -2.80659 -0.08
H -5.60790 2.76115 3.51044 0.09
C 1.14245 3.27035 2.54400 -0.12
C -2.50152 -3.42922 0.00910 -0.10
C -4.78402 -2.69728 -0.19925 -0.09
C -1.65598 6.96728 -2.18903 -0.10
O 1.96539 2.58452 1.61431 -0.20
N -1.53548 -0.84950 -1.78366 0.01
H -1.65224 -3.94939 -0.41516 0.10
C -4.50567 2.04440 -4.15031 -0.09
C -1.76607 0.22180 -2.46951 -0.48
O 2.26726 -3.65226 0.17291 0.03
H -5.30560 2.24768 -4.85355 0.09
H 1.37009 0.15675 2.81853 0.09
C 2.22803 0.23352 2.15644 -0.17
C -1.90686 -4.11771 6.33591 -0.10
H -0.29530 -1.57162 4.77457 0.09
H 0.11734 4.87894 -0.20090 0.08
C -2.36124 -4.80478 5.21245 -0.09
H 2.99500 -0.47585 2.48412 0.14
H 0.57065 2.59402 -2.64859 0.05
H 2.21701 2.25287 -3.19615 0.10
C 0.27278 -3.94446 1.49728 -0.23
C -1.29532 -3.18018 3.77337 -0.37
C -2.88905 2.60373 0.75906 -0.41
O -1.14213 -1.57079 -5.12645 -0.79
H 1.72003 4.02086 3.09359 0.09
H -3.35298 4.05882 -2.57749 0.09
O 0.44176 -2.40357 -0.26854 -0.33
C -4.84585 2.72856 2.73857 -0.11
C -4.66458 -2.00022 0.99980 -0.09
H -3.78588 -3.95098 -1.62716 0.11
C -2.60914 6.06477 -2.64972 -0.08
C -4.99361 3.48721 1.58157 -0.11
H -4.24626 0.92311 -0.90641 0.11
H 3.54611 0.70357 -1.83216 0.14
C -4.01618 3.41364 0.60516 -0.12
H 0.66396 2.57846 3.24143 0.05
H -1.10369 -1.56423 -2.37855 0.07
H 3.18704 1.78036 -0.46558 0.11
S -0.50742 -0.17546 -4.95720 0.65
C -2.48941 1.53197 -2.10400 -0.38
C -2.37017 -2.73855 1.21117 -0.39
N -1.49915 0.60837 -3.72698 -0.27
C -0.67830 6.53886 -1.29931 -0.09
C -3.70473 -3.41540 -0.68817 -0.08
H -2.95610 -5.70348 5.33094 0.10
O 1.74950 -0.15891 0.87131 -0.32
S -1.34153 0.77730 2.22630 0.48
H 0.91640 -4.31466 2.28908 0.09
C 2.80418 1.62856 2.21405 -0.21
H -2.42352 -4.86891 3.06657 0.11
H -5.90870 1.35548 -2.58803 0.10
```

Results
LUMO   2.35 eV
Net charge   -1
ΔE to the lowest compared entry with this formula, charge and spin   21.4 kJ/mol
Molecular weight   843.87 g/mol



> What is the LUMO in the third record?

3.06 eV



> LUMO of number 2 (C24H40Cl12O12)?

0.29 eV



> What is the molecular weight in the first record?

273.36 g/mol



> Which of these has the highest molecular weight?

C26H66F12N2O30S4